Entry from the Open Molecules 2025 dataset: a cluster of 2 separate species, C4H6N5OS in total at a distorted geometry (ωB97M-V/def2-TZVPD).

LUMO level (spin up / spin down)   -0.2117 / -0.2117 Eh
DFT total energy   -902.7305 hartree
HOMO energy (spin up / spin down)   -13.80 / -13.80 eV
Total charge   +1
Gap between HOMO and LUMO (spin up / spin down)   8.039 / 8.040 eV
Relative energy (zero: lowest compared OMol25 entry of this formula, charge and spin)   266.3 kJ/mol

XYZ file:
```
17
Properties=species:S:1:pos:R:3:forces:R:3:mulliken_charge:R:1
C 1.87734 -2.08439 0.52987 -0.895 -1.884 0.839 -0.5330
C 2.80582 -1.74185 -0.13997 -0.607 0.540 0.333 -0.2633
C -2.39185 0.46990 -0.16589 -0.763 -1.347 0.476 0.1932
C -0.88698 0.19004 -0.11657 0.057 -2.109 -1.530 0.5474
N -0.17153 2.35760 0.36325 -2.269 1.054 0.421 -0.2903
N 0.83177 3.02750 0.28811 1.308 2.785 0.416 -0.3744
N 1.37570 0.84492 -0.03944 0.922 -0.694 -0.267 -0.4003
N 0.05139 1.05207 0.07934 0.504 -1.965 -0.655 0.7188
N -2.79517 1.66106 0.26070 -0.308 3.006 1.142 -0.3484
O -3.10657 -0.46180 -0.49917 0.935 0.629 0.046 -0.5369
S 2.22963 2.31585 -0.01556 -0.038 -0.989 -0.139 0.2988
H 1.16042 -2.68126 1.09264 0.378 0.614 -0.308 0.4162
H 1.71980 -0.12519 -0.13937 -0.169 0.284 0.235 0.2854
H 3.41140 -1.04799 -0.61093 1.487 0.234 -0.956 0.4000
H -0.57411 -0.86669 -0.50972 -0.610 2.190 1.013 0.3278
H -2.01766 2.40104 0.47224 -2.627 -1.758 -0.398 0.3081
H -3.84633 1.86214 0.43949 2.694 -0.591 -0.666 0.2509
```
Forces are in eV/Å.

Entry from the Open Molecules 2025 dataset: a cluster of 7 separate species, C21H28O21 in total at a distorted geometry (ωB97M-V/def2-TZVPD).

LUMO level   0.0027 Eh
SMILES string   O=C1OCCO1.O=C1OCCO1.O=C1OCCO1.O=C1OCCO1.O=C1OCCO1.O=C1OCCO1.O=C1OCCO1
DFT total energy   -2397.0668 hartree
HOMO energy   -10.79 eV
Gap between HOMO and LUMO   10.864 eV
Relative energy (zero: lowest compared OMol25 entry of this formula, charge and spin)   135.2 kJ/mol

XYZ file:
```
70
Properties=species:S:1:pos:R:3:forces:R:3:mulliken_charge:R:1
C -0.69013 1.05032 4.98302 -1.349 0.916 0.147 0.1192
C -0.78159 -0.37930 4.42690 0.387 0.274 -0.973 0.0804
O 0.56792 -0.86046 4.56323 -1.559 -0.977 -0.904 -0.3077
C 1.26343 0.03282 5.17678 0.525 1.102 1.488 0.6085
O 2.41330 -0.06888 5.36997 2.811 -0.050 0.333 -0.5578
O 0.54125 1.06680 5.64646 0.527 -0.099 0.042 -0.3707
H -1.45231 1.40026 5.68330 -0.207 -0.924 0.277 0.2425
H -0.71381 1.88258 4.29866 0.307 -0.216 -1.058 -0.1434
H -0.91751 -0.47147 3.34341 -0.865 0.315 0.375 0.0329
H -1.40801 -1.02212 5.00890 -0.553 -0.361 0.113 0.3202
C -4.19440 -1.46575 -1.32837 -2.501 -0.761 -0.972 0.1316
C -4.55448 -2.49668 -2.43592 0.157 1.685 -0.415 -0.2878
O -5.96673 -2.32191 -2.68882 1.276 -0.623 0.852 -0.3697
C -6.36209 -1.20403 -2.06944 1.524 0.123 -0.533 0.5627
O -7.44820 -0.79458 -2.17939 -1.937 1.107 0.407 -0.5081
O -5.32017 -0.57575 -1.44879 -0.380 0.264 0.030 -0.3247
H -3.29062 -0.91427 -1.42688 0.738 0.169 -0.251 -0.0561
H -4.33466 -1.93200 -0.38196 0.567 -0.363 0.981 0.2410
H -4.37371 -3.48072 -2.10438 0.269 -1.202 0.027 0.3508
H -4.07160 -2.21231 -3.36402 0.397 -0.404 -0.120 0.2532
C 2.90995 2.94712 2.37548 -0.961 0.658 -0.189 0.4408
C 3.49546 3.67560 3.56097 -0.013 0.109 0.064 -0.3945
O 4.48542 4.51330 2.92054 0.143 -1.005 -0.499 -0.3345
C 4.87380 3.84381 1.79702 1.174 -0.026 -0.538 0.5798
O 5.82019 4.11138 1.11083 -0.798 0.067 0.667 -0.5507
O 4.07298 2.76725 1.54732 -0.329 0.670 0.429 -0.2741
H 2.16450 3.60983 1.84502 0.628 -0.927 0.403 0.0872
H 2.49550 1.97718 2.65329 -0.030 0.145 -0.239 -0.1729
H 3.93156 2.94538 4.24450 0.438 0.218 0.022 0.2748
H 2.84363 4.33046 4.12113 -0.354 0.003 -0.089 0.3255
C -0.83973 -4.01112 -4.56294 1.030 1.197 -1.162 -0.3847
C -1.64275 -2.91546 -5.35443 -0.531 -1.278 0.112 -0.2226
O -1.69248 -1.91939 -4.36747 -1.361 1.377 -0.535 -0.3275
C -0.84871 -2.11180 -3.36702 0.989 0.912 -0.209 0.6652
O -0.67503 -1.31716 -2.50055 -0.102 -0.250 0.647 -0.4478
O -0.14698 -3.22214 -3.58292 0.365 -0.606 0.280 -0.3296
H -0.07866 -4.49992 -5.16639 -0.171 -0.198 0.047 0.2829
H -1.41217 -4.69862 -3.98431 -0.840 -0.667 -0.139 0.2861
H -2.67910 -3.22704 -5.52681 0.211 -0.145 -0.043 0.2376
H -1.28152 -2.52481 -6.33996 0.364 -0.389 1.094 0.2746
C 1.57976 -1.22115 0.79143 0.408 -1.273 -0.722 0.1778
C 2.36770 -2.40647 1.48939 -1.577 1.638 0.362 -0.2559
O 1.26891 -3.22243 1.90234 0.178 -1.426 -0.382 -0.4431
C 0.05665 -2.68298 1.66163 0.659 -0.346 0.566 0.6680
O -0.98011 -3.20577 1.94256 0.198 0.297 -0.223 -0.6047
O 0.21701 -1.47133 1.14224 -0.457 0.904 -0.063 -0.2023
H 1.59615 -1.32001 -0.30908 0.335 0.213 0.458 -0.0644
H 1.86490 -0.22052 1.08070 0.026 0.137 0.217 0.1181
H 2.84390 -2.14732 2.42492 0.380 0.484 0.017 0.2783
H 3.08886 -2.87310 0.83239 -0.268 -0.513 -0.194 0.3244
C 4.27277 0.98620 -3.46365 -2.527 0.310 -0.811 -0.3815
C 3.74054 -0.26087 -2.67359 1.863 1.016 -1.413 -0.2736
O 2.44388 0.11703 -2.40769 -1.860 -0.798 1.819 -0.1455
C 1.92504 1.07005 -3.18328 3.481 0.543 -1.500 0.5266
O 0.81534 1.43028 -3.21545 -1.311 0.392 0.063 -0.4264
O 2.97698 1.58140 -3.97296 -0.140 -1.182 1.200 -0.4187
H 4.85306 0.82666 -4.36021 0.288 -0.343 0.066 0.2648
H 4.67373 1.78881 -2.86669 0.476 -0.160 0.490 0.2803
H 4.34522 -0.42032 -1.78923 -0.286 0.133 0.478 0.2969
H 3.74560 -1.20068 -3.22796 0.025 0.156 -0.326 0.2856
C -3.05589 2.90467 0.36513 -0.912 -0.741 0.080 -0.4289
C -2.15127 1.65723 0.22028 0.694 1.162 -0.198 0.2422
O -1.35736 1.81836 1.42459 -0.523 -0.486 -0.178 -0.1156
C -1.41842 3.10897 1.81913 0.601 -0.686 0.023 0.4794
O -0.76661 3.51320 2.72296 0.430 0.638 0.621 -0.5611
O -2.25525 3.81892 1.07551 0.635 0.651 0.000 -0.3485
H -3.91090 2.77101 1.06016 0.122 -0.642 -0.797 0.2776
H -3.39673 3.36381 -0.54815 0.010 -0.002 -0.323 0.3206
H -1.40947 1.67470 -0.61157 -0.813 0.258 0.247 0.1532
H -2.67576 0.71520 0.17816 -0.124 -0.175 0.453 -0.0562
```
Forces are in eV/Å.

Entry from the Open Molecules 2025 dataset: the molecule C19H24N2O3 at a distorted geometry (ωB97M-V/def2-TZVPD).

LUMO level   0.0293 Eh
SMILES string   CCOC(=O)C1(Cc2ccccc2)CCN(Cc2ccon2)CC1
DFT total energy   -1073.6050 hartree
HOMO energy   -8.33 eV
Gap between HOMO and LUMO   9.125 eV
Relative energy (zero: lowest compared OMol25 entry of this formula, charge and spin)   327.5 kJ/mol

XYZ file:
```
48
Properties=species:S:1:pos:R:3:forces:R:3:mulliken_charge:R:1
C 1.77277 3.78305 -0.12692 -0.284 -0.295 0.113 -1.1453
C 0.37326 3.30005 0.22449 0.001 0.448 -0.339 -0.2695
H -0.05864 3.89943 1.02921 0.016 -0.090 -0.111 0.3853
H -0.26870 3.34710 -0.66171 0.040 0.023 0.200 0.3120
O 0.36800 1.95998 0.71981 0.093 -0.036 0.382 -0.2104
C 0.32681 0.97736 -0.18714 -0.096 -0.350 -0.166 -0.6085
O 0.34447 1.17097 -1.37489 0.043 0.124 -0.113 -0.6301
C 0.16861 -0.38677 0.47676 0.046 0.019 0.057 2.8893
C 0.06926 -1.46936 -0.60749 -0.168 0.242 -0.229 -1.3955
C -1.36038 -1.59191 -1.11473 0.143 -0.135 -0.195 -0.6327
N -2.21633 -2.14003 -0.07251 -0.026 -0.058 -0.160 0.0792
C -1.84739 -1.70013 1.26617 0.163 0.043 0.237 -1.1803
C -1.15031 -0.34060 1.28149 -0.162 -0.156 0.016 -1.3722
H -1.82412 0.40111 0.84721 -0.048 0.025 0.059 0.3069
H -0.95329 -0.03432 2.30885 -0.007 0.073 0.028 0.5555
H -1.18118 -2.45527 1.70018 -0.046 0.066 0.145 0.4106
H -2.74706 -1.64846 1.88189 0.092 -0.058 0.032 0.4714
C -3.63187 -2.02802 -0.37632 0.097 -0.189 0.266 -1.3345
C -4.15351 -0.62653 -0.30747 -0.195 0.555 -0.101 0.9549
N -4.59315 -0.11283 0.81272 0.127 -1.094 0.390 -0.4928
O -4.91392 1.18070 0.57530 -0.121 0.678 -0.184 -0.1915
C -4.66754 1.46113 -0.70717 0.310 -0.604 -0.450 -0.5797
C -4.17998 0.35677 -1.33525 -0.261 0.505 0.374 -0.2386
H -3.89322 0.24657 -2.35949 0.060 0.020 -0.231 0.4414
H -4.87617 2.45870 -1.03871 -0.071 0.182 0.019 0.4831
H -3.78920 -2.42765 -1.38153 -0.090 -0.013 0.078 0.4279
H -4.17859 -2.64436 0.34156 -0.064 0.017 -0.137 0.4701
H -1.39769 -2.27958 -1.96672 0.014 0.134 -0.043 0.5627
H -1.69202 -0.60303 -1.46648 0.024 -0.043 -0.009 0.1793
H 0.72733 -1.21001 -1.43724 0.009 -0.113 0.057 0.5169
H 0.37938 -2.43275 -0.20594 0.058 -0.068 0.054 0.3405
C 1.36293 -0.65209 1.41925 -0.060 0.139 -0.138 -1.4959
C 2.67009 -0.70054 0.67896 0.055 -0.078 0.183 0.2151
C 3.18219 -1.89642 0.19186 0.016 -0.002 0.004 -0.2071
C 4.36748 -1.91919 -0.52181 0.035 -0.087 -0.056 -0.7556
C 5.06196 -0.74530 -0.75589 0.089 0.023 -0.053 -0.4286
C 4.57169 0.44947 -0.25760 0.070 0.057 -0.053 -0.8513
C 3.38804 0.46777 0.45712 -0.009 0.000 0.007 0.0023
H 3.01781 1.39839 0.85899 -0.058 0.116 0.047 0.5036
H 5.11468 1.36889 -0.42324 0.042 0.071 -0.008 0.3895
H 5.98503 -0.76225 -1.31630 0.074 -0.006 -0.037 0.3837
H 4.75072 -2.85756 -0.89555 0.032 -0.074 -0.026 0.3876
H 2.65566 -2.82150 0.37722 -0.074 -0.085 0.030 0.3607
H 1.18673 -1.60026 1.93144 -0.051 0.004 0.045 0.4891
H 1.39511 0.14449 2.16525 -0.025 -0.083 0.048 0.4983
H 2.19705 3.15423 -0.90601 0.058 -0.003 -0.062 0.2940
H 2.41756 3.75486 0.74839 0.088 0.034 0.066 0.2806
H 1.71962 4.80569 -0.49000 0.019 0.123 -0.034 0.4287
```
Forces are in eV/Å.

Entry from the Open Molecules 2025 dataset: a cluster of 2 separate species, C3H4FO2S in total at a distorted geometry (ωB97M-V/def2-TZVPD).

LUMO level (spin up / spin down)   0.1338 / 0.1337 Eh
DFT total energy   -765.1968 hartree
HOMO energy (spin up / spin down)   -2.07 / -1.82 eV
Total charge   -1
Gap between HOMO and LUMO (spin up / spin down)   5.707 / 5.455 eV
Relative energy (zero: lowest compared OMol25 entry of this formula, charge and spin)   275.1 kJ/mol

XYZ file:
```
11
Properties=species:S:1:pos:R:3:forces:R:3:mulliken_charge:R:1
C -0.80418 -0.49831 0.28623 0.076 -0.227 -1.354 -0.9397
C 0.23740 0.06675 -0.40481 0.792 1.031 -0.256 0.0882
C 1.02826 1.19006 -0.14792 1.270 -0.359 0.006 -0.7027
O 4.25424 -0.07116 -1.12159 0.955 0.823 -2.134 -0.5020
O 3.19696 -1.19744 0.59620 -1.575 -4.306 2.511 -0.4205
F 0.86663 1.99322 0.96667 -0.486 -0.206 0.492 -0.3560
S 3.57788 0.05288 0.13106 0.040 3.469 -0.098 0.5603
H -1.49647 -1.05396 -0.34295 0.165 -0.514 0.455 0.2020
H -1.16737 -0.13065 1.21299 -0.197 0.475 0.605 0.3129
H 0.60350 -0.39040 -1.34472 -0.605 0.170 0.337 0.2004
H 1.73911 1.70190 -0.78235 -0.435 -0.355 -0.563 0.5572
```
Forces are in eV/Å.

Look up the DFT total energy of the second one. -2397.0668 hartree